Entry i
Density functional theory data (ωB97M-V/def2-TZVPD) for C6H14O in the gas phase.

Values from the calculation:
Lowest unoccupied orbital energy ... 1.1 eV

ORCA input file:
```
! RIJCOSX wB97M-V def2-TZVPD def2/J DEFGRID3
* xyz 0 1
C -3.259 0.274 -0.548
C -1.996 -0.218 0.149
C -0.768 -0.196 -0.758
C 0.503 -0.597 -0.016
C 1.758 -0.536 -0.887
O 2.948 -0.459 -0.131
C 3.172 0.825 0.393
H -4.124 0.242 0.122
H -3.491 -0.342 -1.425
H -3.137 1.308 -0.891
H -1.794 0.406 1.031
H -2.149 -1.238 0.527
H -0.933 -0.855 -1.623
H -0.639 0.818 -1.167
H 0.400 -1.606 0.403
H 0.627 0.078 0.840
H 1.847 -1.443 -1.496
H 1.699 0.323 -1.580
H 3.278 1.575 -0.409
H 4.098 0.786 0.970
H 2.362 1.154 1.061
*
```

The net atomic charges from Mulliken, expressed in e, are:
1. C -1.256
2. C -0.362
3. C -0.582
4. C -0.365
5. C -0.547
6. O -0.359
7. C -0.650
8. H 0.369
9. H 0.313
10. H 0.310
11. H 0.330
12. H 0.309
13. H 0.280
14. H 0.343
15. H 0.210
16. H 0.197
17. H 0.320
18. H 0.358
19. H 0.271
20. H 0.249
21. H 0.260

Entry ii
Density functional theory data (ωB97M-V/def2-TZVPD) for C6H14O in the gas phase.

Values from the calculation:
Lowest unoccupied orbital energy ... 1.0 eV

ORCA input file:
```
! RIJCOSX wB97M-V def2-TZVPD def2/J DEFGRID3
* xyz 0 1
C -0.302 -1.243 -1.490
C 0.831 -0.538 -0.744
C 1.956 -1.532 -0.442
C 0.366 0.133 0.559
C -0.941 0.910 0.468
C -1.248 1.666 1.757
O -0.830 1.806 -0.631
H 0.087 -1.763 -2.373
H -1.058 -0.527 -1.825
H -0.787 -1.994 -0.851
H 1.220 0.252 -1.398
H 2.356 -1.967 -1.365
H 1.578 -2.359 0.174
H 2.785 -1.065 0.101
H 1.155 0.813 0.910
H 0.239 -0.636 1.335
H -1.755 0.190 0.276
H -0.475 2.420 1.943
H -1.287 0.987 2.616
H -2.216 2.179 1.694
H -1.674 2.267 -0.715
*
```

The net atomic charges from Mulliken, expressed in e, are:
1. C -1.443
2. C 0.896
3. C -1.558
4. C -1.140
5. C 0.409
6. C -1.421
7. O -0.545
8. H 0.421
9. H 0.312
10. H 0.298
11. H 0.205
12. H 0.402
13. H 0.355
14. H 0.365
15. H 0.415
16. H 0.352
17. H 0.260
18. H 0.341
19. H 0.342
20. H 0.394
21. H 0.341

Entry iii
Density functional theory data (ωB97M-V/def2-TZVPD) for 2 unconnected molecules or ions with the total composition C6H14O.

Values from the calculation:
Lowest unoccupied orbital energy ... 1.1 eV

ORCA input file:
```
! RIJCOSX wB97M-V def2-TZVPD def2/J DEFGRID3
* xyz 0 1
C 1.487 -1.348 -1.144
C 0.236 -1.512 -0.715
C -0.882 -0.524 -0.898
C -1.626 -0.213 0.405
C -2.795 0.746 0.195
H 2.252 -2.103 -0.985
H 1.791 -0.449 -1.680
H -0.023 -2.432 -0.187
H -1.601 -0.933 -1.623
H -0.488 0.403 -1.337
H -0.920 0.208 1.135
H -1.996 -1.151 0.840
H -3.328 0.936 1.132
H -3.515 0.335 -0.523
H -2.451 1.710 -0.197
C 2.398 1.395 0.905
O 2.456 0.087 1.421
H 3.348 1.884 1.138
H 1.588 1.990 1.353
H 2.271 1.413 -0.188
H 1.796 -0.442 0.952
*
```

The net atomic charges from Mulliken, expressed in e, are:
1. C -0.933
2. C -0.095
3. C -0.427
4. C -0.257
5. C -1.274
6. H 0.268
7. H 0.319
8. H 0.278
9. H 0.346
10. H 0.264
11. H 0.228
12. H 0.320
13. H 0.359
14. H 0.312
15. H 0.319
16. C -0.469
17. O -0.535
18. H 0.273
19. H 0.228
20. H 0.175
21. H 0.300

Entry iv
Density functional theory data (ωB97M-V/def2-TZVPD) for 2 unconnected molecules or ions with the total composition C6H14O.

Values from the calculation:
Lowest unoccupied orbital energy ... 0.9 eV

ORCA input file:
```
! RIJCOSX wB97M-V def2-TZVPD def2/J DEFGRID3
* xyz 0 1
C 0.445 1.732 1.667
C -0.214 0.457 1.207
C -0.155 0.018 -0.067
C 0.939 0.452 -1.060
C -0.979 -1.144 -0.536
C -1.931 -0.773 -1.691
H -0.358 2.474 1.603
H 1.244 2.094 1.022
H 0.833 1.695 2.687
H -1.134 0.235 1.750
H 0.574 1.212 -1.758
H 1.768 0.931 -0.524
H 1.327 -0.373 -1.658
H -0.297 -1.956 -0.809
H -1.584 -1.517 0.295
H -2.470 -1.697 -1.909
H -2.651 -0.014 -1.386
H -1.383 -0.518 -2.599
O 2.337 -1.096 0.996
H 2.268 -1.459 1.894
H 1.420 -0.753 0.873
*
```

The net atomic charges from Mulliken, expressed in e, are:
1. C -1.122
2. C 0.008
3. C 0.313
4. C -1.513
5. C -0.666
6. C -1.159
7. H 0.316
8. H 0.280
9. H 0.321
10. H 0.317
11. H 0.393
12. H 0.394
13. H 0.390
14. H 0.327
15. H 0.383
16. H 0.385
17. H 0.324
18. H 0.306
19. O -0.665
20. H 0.305
21. H 0.361

Verdict on stability: entry iii comes out at the bottom.

Entry i
Density functional theory data (ωB97M-V/def2-TZVPD) for 2 unconnected molecules or ions with the total composition C6H14O.

Values from the calculation:
Lowest unoccupied orbital energy ... 1.0 eV

ORCA input file:
```
! RIJCOSX wB97M-V def2-TZVPD def2/J DEFGRID3
* xyz 0 1
C 1.623 -1.084 -1.244
C 0.407 -1.265 -0.715
C -0.757 -0.351 -0.991
C -1.728 -0.084 0.163
C -2.949 0.713 -0.301
H 2.441 -1.784 -1.110
H 1.874 -0.179 -1.800
H 0.210 -2.186 -0.167
H -1.319 -0.817 -1.811
H -0.384 0.608 -1.379
H -1.217 0.458 0.971
H -2.057 -1.040 0.592
H -3.656 0.887 0.517
H -3.486 0.181 -1.095
H -2.654 1.690 -0.702
C 2.579 1.271 0.461
O 2.459 -0.108 0.689
H 3.484 1.475 -0.130
H 2.675 1.773 1.426
H 1.725 1.702 -0.088
H 1.521 -0.386 0.597
*
```

The net atomic charges from Mulliken, expressed in e, are:
1. C -0.448
2. C -0.729
3. C -0.389
4. C -0.245
5. C -1.240
6. H 0.214
7. H 0.289
8. H 0.342
9. H 0.356
10. H 0.239
11. H 0.266
12. H 0.310
13. H 0.361
14. H 0.308
15. H 0.317
16. C -0.585
17. O -0.541
18. H 0.246
19. H 0.267
20. H 0.227
21. H 0.436

Entry ii
Density functional theory data (ωB97M-V/def2-TZVPD) for a molecular structure, C6H14O.

Values from the calculation:
Lowest unoccupied orbital energy (alpha / beta) ... 0.9 / 0.9 eV

ORCA input file:
```
! RIJCOSX wB97M-V def2-TZVPD def2/J DEFGRID3
* xyz 0 1
C -3.387 0.008 -0.519
C -2.248 -0.347 0.433
C -0.874 -0.147 -0.202
C 0.282 -0.469 0.751
C 1.616 -0.322 0.097
O 2.548 0.283 0.775
C 3.738 0.568 0.270
H -4.365 -0.132 -0.048
H -3.355 -0.616 -1.420
H -3.317 1.054 -0.840
H -2.321 0.267 1.341
H -2.352 -1.391 0.761
H -0.793 -0.774 -1.102
H -0.767 0.891 -0.543
H 0.152 -1.491 1.143
H 0.254 0.206 1.615
H 1.938 -0.997 -0.696
H 1.978 1.108 -1.247
H 4.164 -0.154 -0.424
H 4.376 1.087 0.974
H 2.733 1.367 -1.119
*
```

The net atomic charges from Mulliken, expressed in e, are:
1. C -1.242
2. C -0.355
3. C -0.568
4. C -0.418
5. C -0.445
6. O -0.239
7. C -0.553
8. H 0.367
9. H 0.311
10. H 0.314
11. H 0.314
12. H 0.307
13. H 0.293
14. H 0.315
15. H 0.287
16. H 0.245
17. H 0.432
18. H 0.018
19. H 0.294
20. H 0.228
21. H 0.096

Verdict on stability: entry ii comes out at the bottom.